ORCA calculation (ωB97M-V/def2-TZVPD) on a structure of composition C27H28N2O6TeZn.

ORCA input file:
```
! wB97M-V def2-TZVPD RIJCOSX def2/J DEFGRID3
* xyz -1 2
Zn -0.30190 0.13970 0.08360
O 1.57170 5.52770 1.57330
C 1.24890 4.23370 1.33620
C 0.39030 3.54000 2.19190
C 0.06920 2.23380 1.87070
N 0.59850 1.67160 0.80270
C 1.43270 2.28710 -0.01790
C 1.78550 3.60490 0.20560
C 1.90230 1.35340 -1.15730
O 2.79650 1.72610 -1.89670
O 1.29550 0.23910 -1.18630
C -0.88020 1.27050 2.63500
O -1.40500 1.68520 3.65600
O -0.98350 0.13150 2.09710
H 1.15120 5.81530 2.39520
H -0.03310 4.00440 3.07160
H 2.44730 4.13380 -0.46300
C -2.80840 2.49920 -0.52350
C -2.99320 0.98640 -0.42400
O -4.11910 0.53940 -0.15010
N -1.96640 0.22530 -0.66930
Te -2.52280 -1.82540 -0.10510
C -3.86330 -3.63800 0.34040
C -3.59060 -4.87910 -0.22290
C -2.40650 -5.08080 -1.11690
C -4.40950 -5.96380 0.07200
C -5.49520 -5.84030 0.92080
C -6.38180 -7.01170 1.23430
C -5.74350 -4.59960 1.49000
C -4.93440 -3.50520 1.22070
C -5.21190 -2.18830 1.87450
C -2.95480 -2.03790 -2.20690
C -4.25940 -1.91000 -2.68740
C -5.43400 -1.81090 -1.77140
C -4.47600 -1.84160 -4.05730
C -3.43990 -1.89650 -4.97300
C -3.69080 -1.74100 -6.44640
C -2.15700 -2.07860 -4.48220
C -1.89960 -2.14510 -3.11850
C -0.48170 -2.30550 -2.67070
H -3.66350 2.91700 -1.04950
H -1.89060 2.75820 -1.04680
H -2.76920 2.90980 0.48600
H -1.52080 -4.63860 -0.65950
H -2.57100 -4.59510 -2.07840
H -2.22400 -6.14200 -1.27760
H -4.17640 -6.92760 -0.36040
H -5.97130 -7.93030 0.82130
H -7.37290 -6.85690 0.80790
H -6.49910 -7.13530 2.31090
H -6.57460 -4.49340 2.17270
H -5.88240 -2.30900 2.72260
H -5.65960 -1.50040 1.15880
H -4.27880 -1.73600 2.21240
H -5.20780 -1.07130 -1.00630
H -5.62420 -2.76850 -1.28820
H -6.32310 -1.50240 -2.31680
H -5.48860 -1.71190 -4.41320
H -4.74350 -1.54580 -6.64160
H -3.40590 -2.64390 -6.98600
H -3.10290 -0.91400 -6.84570
H -1.33040 -2.12930 -5.17760
H 0.11960 -2.75200 -3.46080
H -0.42760 -2.93030 -1.77760
H -0.05130 -1.33210 -2.42970
*
```

Properties
- E_HOMO (spin up / spin down): -4.523 / -5.396 eV
- ΔE to the lowest compared entry with this formula, charge and spin: 13.23 kcal per mole
- Gap between HOMO and LUMO (spin up / spin down): 0.2530 / 0.2595 Ha
- LUMO energy (spin up / spin down): 2.4 / 1.7 eV

Results of the Mulliken charge analysis, in e, for atoms 1 through 2: Zn -0.329; O -0.542


ORCA calculation (ωB97M-V/def2-TZVPD) on a structure of composition C27H28N3O2PW.

ORCA input file:
```
! wB97M-V def2-TZVPD RIJCOSX def2/J DEFGRID3
* xyz 4 3
N 3.26361 -3.31093 0.88342
C 2.93239 -4.31625 1.37380
C 2.49466 -5.56645 1.95986
H 3.27637 -6.01685 2.57863
H 2.25524 -6.29266 1.17152
H 1.61314 -5.39068 2.59168
N -2.15502 -0.24247 -2.17890
C -3.22363 -0.42687 -2.56475
C -4.54619 -0.72502 -3.02948
H -4.48685 -1.57919 -3.71585
H -4.94671 0.14589 -3.56331
H -5.16499 -0.97428 -2.15525
N 4.88094 1.51640 1.87877
C 4.16798 2.39630 1.60959
C 3.34173 3.54320 1.29948
H 2.28953 3.25538 1.23167
H 3.64778 3.97500 0.34043
H 3.42403 4.31511 2.07159
W 0.15054 0.31921 -0.82456
C -1.44759 1.61989 -0.32237
O -2.29799 2.38436 -0.04181
C -0.88626 -1.38347 -0.14236
O -1.48995 -2.26613 0.32323
C 1.52239 -1.05974 -1.70049
C 2.17405 -0.17347 -0.82263
C 2.03197 1.21096 -1.01531
C 1.21533 1.70819 -2.03525
C 0.51336 0.83468 -2.86927
C 0.70149 -0.54963 -2.72086
H 1.59721 -2.12917 -1.54007
H 2.77759 -0.55948 -0.00589
H 2.56371 1.90263 -0.36056
H 1.09324 2.78333 -2.17803
H -0.18229 1.24714 -3.59965
H 0.17881 -1.22668 -3.37547
C -1.85700 0.21632 2.54352
P -0.20285 0.54191 1.87208
C 0.14177 2.07918 2.83072
C 0.59980 2.07261 4.16105
C 0.74650 3.26996 4.87430
C 0.47596 4.49663 4.25471
C 0.00466 4.50837 2.94169
C -0.17400 3.31416 2.25182
C 0.82917 -0.64108 2.81751
C 2.21074 -0.39673 2.85165
C 3.01823 -1.08149 3.75662
C 2.46106 -2.03966 4.60488
C 1.09682 -2.32354 4.53605
C 0.28310 -1.64929 3.62157
H -2.56910 0.95907 2.17011
H -1.81385 0.30539 3.63683
H -2.21021 -0.78147 2.26458
H 0.84652 1.13560 4.67132
H 1.07743 3.23658 5.91889
H 0.62620 5.43322 4.79657
H -0.23720 5.45404 2.45701
H -0.58114 3.35832 1.24974
H 2.65893 0.35020 2.19187
H 4.08579 -0.86610 3.78198
H 3.10059 -2.57483 5.30605
H 0.65436 -3.07883 5.18489
H -0.77857 -1.88770 3.56719
*
```

Properties
- E_HOMO (spin up / spin down): -20.306 / -20.176 eV
- ΔE to the lowest compared entry with this formula, charge and spin: 2.69 kcal per mole
- Gap between HOMO and LUMO (spin up / spin down): 0.1757 / 0.1446 Ha
- LUMO energy (spin up / spin down): -15.5 / -16.2 eV

Results of the Mulliken charge analysis, in e, for atoms 1 through 2: N -0.451; C 0.471


ORCA calculation (ωB97M-V/def2-TZVPD) on a structure of composition C27H28N5O13V.

ORCA input file:
```
! wB97M-V def2-TZVPD RIJCOSX def2/J DEFGRID3
* xyz 0 1
O 21.22601 1.18208 -16.07904
V 20.01019 2.24858 -16.51504
O 20.51445 3.64956 -15.82940
C 23.03827 2.67027 -19.28992
C 21.75546 3.36347 -19.20719
O 20.61704 2.72246 -18.74985
H 23.58615 2.54739 -18.35566
H 23.78714 3.13595 -19.93057
H 22.96071 1.66527 -19.70473
H 21.59255 3.78419 -20.19944
H 22.04625 4.23885 -18.62646
C 20.40138 6.49670 -21.43021
N 19.28365 6.12186 -20.54752
O 18.88988 6.99635 -19.75011
O 18.84996 5.01091 -20.67431
H 20.06006 7.44658 -21.84170
H 20.59063 5.72585 -22.17725
H 21.28806 6.49489 -20.79625
C 22.75203 -3.04711 -17.97886
C 22.44907 -1.67832 -17.79181
C 21.86696 -0.96428 -18.84907
C 21.48307 -1.59235 -20.08056
C 21.77601 -2.95904 -20.23738
C 22.39980 -3.66928 -19.19097
N 20.89984 -0.91369 -21.22976
O 20.69023 -1.52516 -22.33690
O 20.47160 0.21191 -21.03861
H 23.31881 -3.68241 -17.31436
H 22.71251 -1.17186 -16.87502
H 21.63158 0.08289 -18.72896
H 21.53775 -3.48759 -21.14858
H 22.65595 -4.71702 -19.24596
C 21.14308 2.47771 -27.47291
C 22.17960 2.97155 -26.79774
C 22.13057 3.20060 -25.39278
C 21.04587 2.75112 -24.68148
C 19.92010 2.19025 -25.36817
C 20.01111 2.05143 -26.76138
N 21.04703 2.84881 -23.14760
O 20.02295 2.73414 -22.47825
O 22.13469 3.13704 -22.62357
H 21.18974 2.21942 -28.52053
H 23.03279 3.34667 -27.34342
H 23.01940 3.60346 -24.93009
H 19.11094 1.74671 -24.80699
H 19.16584 1.57357 -27.23421
C 25.71504 2.94994 -16.73887
C 24.86853 4.09011 -16.48073
C 25.52742 5.30867 -16.10455
C 26.94981 5.41928 -15.94197
C 27.72586 4.31006 -16.24128
C 27.12713 3.07307 -16.56629
N 27.57738 6.74539 -15.56502
O 26.80228 7.71005 -15.61827
O 28.75464 6.75158 -15.19119
H 25.19231 2.03676 -16.98231
H 23.79864 4.04551 -16.62126
H 24.87213 6.14609 -15.91554
H 28.80403 4.33968 -16.18580
H 27.70516 2.18855 -16.78965
C 25.93571 -0.86141 -17.62797
C 26.33012 -0.11715 -18.71712
C 27.69474 0.13419 -18.89074
C 28.64504 -0.25141 -17.89186
C 28.15571 -0.93334 -16.78000
C 26.82819 -1.31426 -16.66236
N 30.10517 0.00476 -18.12512
O 30.89548 -0.64751 -17.44478
O 30.47177 0.89411 -18.89605
H 24.88379 -1.07000 -17.50011
H 25.53265 0.15367 -19.39322
H 27.97813 0.65476 -19.79357
H 28.86523 -1.12060 -15.98759
H 26.49974 -1.92804 -15.83665
*
```

Properties
- E_HOMO: -9.437 eV
- Gap between HOMO and LUMO: 0.2475 Ha
- LUMO energy: -2.7 eV

Results of the Mulliken charge analysis, in e, for atoms 1 through 2: O -0.636; V 1.414


- What is the formula in the second record?
  C27H28N3O2PW